[1]
A 2-piece molecular cluster, C4H13NO2 overall, computed with the ωB97M-V functional and the def2-TZVPD basis.

Calculated values
Net charge   -1
Expectation value of S²   0.75
Gap between HOMO and LUMO (spin up / spin down)   2.72 / 10.31 eV
HOMO energy (spin up / spin down)   0.04051 / -0.23602 hartree
2S+1   2

The geometry in XYZ format:
```
20
C4H13NO2 | the Open Molecules 2025 dataset | the ωB97M-V functional and the def2-TZVPD basis
C -0.42 1.30 -1.02
C 0.95 0.86 -0.73
C 1.36 0.00 0.52
C 0.75 0.50 1.84
O 0.94 -1.29 0.12
N 1.64 0.22 -1.91
H -1.16 0.50 -0.58
H -0.98 1.87 -0.25
H -0.69 1.81 -1.90
H 1.54 1.74 -0.48
H 2.47 -0.01 0.72
H 0.73 -0.34 2.45
H 1.36 1.37 2.17
H -0.29 0.83 1.73
H 0.78 -1.35 -0.85
H 1.08 -0.67 -2.05
H 1.52 0.98 -2.62
H -4.03 -1.98 1.05
H -3.87 -3.54 0.59
O -3.67 -2.80 1.21
```

Here are the Mulliken charges for atoms 1 to 8, given in e: atom 1 (C): -3.1141, atom 2 (C): 0.0749, atom 3 (C): -0.0226, atom 4 (C): -1.5810, atom 5 (O): 0.0562, atom 6 (N): -0.9325, atom 7 (H): 0.1401, atom 8 (H): 0.8011

=====

[2]
A 2-piece molecular cluster, C4H5IN2O overall, computed with the ωB97M-V functional and the def2-TZVPD basis.

Calculated values
Gap between HOMO and LUMO   9.14 eV
HOMO energy   -0.35314 hartree
SMILES string   [O-][N+]#CI.CCC#N

The geometry in XYZ format:
```
13
C4H5IN2O | the Open Molecules 2025 dataset | the ωB97M-V functional and the def2-TZVPD basis
O -1.22 1.51 2.44
N -0.06 1.66 2.10
C 1.03 1.72 1.72
I 2.99 1.43 1.87
C -0.51 -0.98 -1.79
C -0.50 -0.18 -0.55
C 0.49 -0.74 0.34
N 1.22 -1.45 0.81
H -1.04 -1.97 -1.53
H 0.43 -1.08 -2.33
H -1.07 -0.44 -2.61
H -1.47 -0.36 0.07
H -0.29 0.89 -0.54
```

Here are the Mulliken charges for atoms 1 to 8, given in e: atom 1 (O): -0.5753, atom 2 (N): 0.4650, atom 3 (C): -0.2218, atom 4 (I): 0.3034, atom 5 (C): -1.1218, atom 6 (C): -0.0799, atom 7 (C): 0.1813, atom 8 (N): -0.4510

=====

[3]
A 9-piece molecular cluster, C5H27NO10 overall, computed with the ωB97M-V functional and the def2-TZVPD basis.

Calculated values
Gap between HOMO and LUMO   10.56 eV
HOMO energy   -0.38463 hartree
SMILES string   CC(=O)NCCCO.O.O.O.O.O.O.O.O

The geometry in XYZ format:
```
43
C5H27NO10 | the Open Molecules 2025 dataset | the ωB97M-V functional and the def2-TZVPD basis
C 0.92 -1.74 -3.49
C 0.12 -0.69 -2.72
O -0.64 0.11 -3.28
N 0.20 -0.61 -1.37
C 1.02 -1.60 -0.62
C 0.28 -2.66 0.18
C -0.68 -1.91 1.17
O 0.28 -1.18 2.00
H 0.64 -2.76 -2.92
H 0.70 -1.83 -4.55
H 2.03 -1.79 -3.31
H -0.40 0.00 -0.80
H 1.81 -1.96 -1.34
H 1.64 -1.04 0.09
H 0.80 -3.36 0.77
H -0.35 -3.28 -0.54
H -1.29 -2.41 1.92
H -1.16 -1.18 0.57
H 0.96 -1.85 2.28
O 0.64 0.42 5.24
H -0.32 0.29 5.35
H 1.04 -0.10 4.55
O 1.47 1.55 0.44
H 1.21 2.42 0.75
H 1.54 0.88 1.11
O -2.46 0.90 -1.04
H -2.13 0.30 -1.76
H -2.48 1.71 -1.57
O -3.00 0.70 1.75
H -3.14 1.65 1.76
H -2.68 0.59 0.86
O -1.74 -0.16 4.07
H -2.66 0.07 4.02
H -1.37 0.16 3.23
O 3.33 0.96 -1.50
H 2.43 1.17 -1.76
H 3.12 0.16 -1.03
O -1.10 3.22 -0.06
H -0.76 2.30 -0.02
H -0.75 3.34 -0.97
O 0.66 3.25 -2.34
H 0.91 3.16 -3.29
H 1.35 2.81 -1.85
```

Here are the Mulliken charges for atoms 1 to 8, given in e: atom 1 (C): -1.3124, atom 2 (C): 1.0631, atom 3 (O): -0.6668, atom 4 (N): 0.4328, atom 5 (C): -0.8031, atom 6 (C): -0.9512, atom 7 (C): -0.4617, atom 8 (O): -0.3690

=====

[4]
One molecule with the formula CH6N3OP, computed with the ωB97M-V functional and the def2-TZVPD basis.

Calculated values
Gap between HOMO and LUMO   10.29 eV
HOMO energy   -0.35277 hartree
SMILES string   C=NP(N)(N)=O

The geometry in XYZ format:
```
12
CH6N3OP | the Open Molecules 2025 dataset | the ωB97M-V functional and the def2-TZVPD basis
C 1.99 0.79 -0.05
N 1.07 -0.04 -0.07
P -0.62 0.41 0.01
N -1.28 -0.49 1.25
N -1.38 -0.43 -1.27
O -0.89 1.88 0.15
H 2.98 0.29 0.00
H 1.97 1.76 -0.44
H -1.14 -0.26 2.25
H -1.23 -1.45 1.10
H -2.20 0.22 -1.39
H -0.81 -0.37 -2.15
```

Here are the Mulliken charges for atoms 1 to 8, given in e: atom 1 (C): -0.2435, atom 2 (N): -0.4116, atom 3 (P): 0.9265, atom 4 (N): -0.5127, atom 5 (N): -0.6829, atom 6 (O): -0.6673, atom 7 (H): 0.2484, atom 8 (H): 0.2942

=====

[5]
One molecule with the formula C3H6N2O2, computed with the ωB97M-V functional and the def2-TZVPD basis.

Calculated values
Gap between HOMO and LUMO   9.07 eV
HOMO energy   -0.35476 hartree
SMILES string   CNNC(=O)C=O

The geometry in XYZ format:
```
13
C3H6N2O2 | the Open Molecules 2025 dataset | the ωB97M-V functional and the def2-TZVPD basis
C -0.65 -1.62 0.55
N -0.16 -1.05 -0.75
N -0.54 0.33 -0.90
C 0.01 1.48 -0.35
O -0.59 2.55 -0.48
C 1.25 1.43 0.43
O 1.97 0.46 0.47
H -1.75 -1.63 0.47
H -0.31 -2.64 0.57
H -0.36 -1.05 1.43
H 0.88 -1.06 -0.78
H -1.19 0.50 -1.67
H 1.44 2.30 1.02
```

Here are the Mulliken charges for atoms 1 to 8, given in e: atom 1 (C): -0.7006, atom 2 (N): -0.6133, atom 3 (N): 0.0042, atom 4 (C): 0.4500, atom 5 (O): -0.5937, atom 6 (C): 0.0691, atom 7 (O): -0.4650, atom 8 (H): 0.2660

=====

[6]
One molecule with the formula C3H4N2O, computed with the ωB97M-V functional and the def2-TZVPD basis.

Calculated values
Gap between HOMO and LUMO   11.36 eV
HOMO energy   -0.39262 hartree
SMILES string   [H]/N=C/OCC#N

The geometry in XYZ format:
```
10
C3H4N2O | the Open Molecules 2025 dataset | the ωB97M-V functional and the def2-TZVPD basis
H -0.98 0.94 2.67
N -0.62 0.05 2.32
C -0.36 0.18 1.10
O 0.19 -0.88 0.44
C 0.37 -0.83 -0.96
C 0.50 0.54 -1.51
N 0.56 1.63 -1.89
H -0.48 1.08 0.48
H -0.46 -1.33 -1.47
H 1.29 -1.38 -1.18
```

Here are the Mulliken charges for atoms 1 to 8, given in e: atom 1 (H): 0.2750, atom 2 (N): -0.5546, atom 3 (C): 0.1424, atom 4 (O): -0.3546, atom 5 (C): -0.1848, atom 6 (C): 0.2585, atom 7 (N): -0.3688, atom 8 (H): 0.2906

=====

Number 1: total energy -365.3014 a.u.. Number 2: total energy -637.7159 a.u.. Number 3: total energy -1013.8224 a.u.. Number 4: total energy -622.6147 a.u.. Number 5: total energy -377.8501 a.u.. Number 6: total energy -301.4219 a.u..